Record 1
11
Properties=species:S:1:pos:R:3:forces:R:3 method="wB97M-V/def2-TZVPD" smiles="CC(=O)C(=O)C=O" homo_lumo_gap_ev=8.9694 de_lowest_ev=1.648
O 1.17379 1.77786 0.44272 -0.412 -0.699 -0.303
O -1.84422 1.61492 1.08177 0.087 0.199 -0.394
O -0.92720 -0.51191 -0.94723 0.362 -0.038 0.075
C 0.08754 -0.37162 -0.28844 -0.437 -0.295 -0.319
C -1.22320 1.65140 0.04917 -0.295 0.135 0.472
C 0.91496 -1.57745 0.05234 0.023 0.025 -0.007
C 0.21986 1.12458 0.11516 0.309 0.056 0.197
H 0.45010 -2.39193 -0.51038 0.236 0.050 0.124
H 0.83205 -1.80801 1.12033 0.069 0.197 -0.092
H -1.65618 1.98662 -0.91063 0.151 0.179 0.177
H 1.97249 -1.49445 -0.20481 -0.093 0.190 0.069


Record 2
11
Properties=species:S:1:pos:R:3:forces:R:3 method="wB97M-V/def2-TZVPD" homo_lumo_gap_ev=10.7801 de_lowest_ev=3.452
O 1.03308 -1.30135 -1.14024 0.416 0.144 0.441
O -0.95063 -3.15105 0.20647 0.238 1.064 0.295
O 0.12138 1.50598 1.04967 0.244 0.070 -0.012
C 1.22323 -0.46124 -0.29141 -0.071 -0.773 0.101
C -1.01420 1.20767 0.21244 -0.032 -0.005 -0.213
C -0.71977 -2.08910 0.53121 -0.785 -1.517 0.078
C 0.32066 0.67906 -0.05623 0.454 0.446 -1.092
H 0.91820 1.12081 -0.90973 -0.943 1.310 0.245
H -1.84822 0.72309 0.72554 0.535 -0.338 -0.299
H 2.21815 -0.23888 0.14677 0.022 -0.456 0.112
H -1.30190 2.00501 -0.47449 -0.078 0.056 0.344


no.,strongest force on any atom (eV/A),highest occupied orbital energy (eV)
1,0.87,-9.66
2,1.71,-10.09